{
  "formula": "C22H44ClNO14P",
  "method": "the ωB97M-V functional and the def2-TZVPD basis",
  "symbols": ["C", "C", "P", "Cl", "N", "C", "C", "O", "C", "C", "O", "H", "H", "H", "H", "H", "H", "H", "H", "H", "H", "H", "H", "C", "C", "O", "C", "O", "O", "C", "H", "H", "H", "H", "H", "H", "H", "H", "C", "C", "O", "C", "O", "O", "C", "H", "H", "H", "H", "H", "H", "H", "H", "C", "C", "O", "C", "O", "O", "C", "H", "H", "H", "H", "H", "H", "H", "H", "C", "C", "O", "C", "O", "O", "C", "H", "H", "H", "H", "H", "H", "H", "H"],
  "positions_angstrom": [[0.480, 0.813, -0.071], [0.769, -0.218, -0.827], [-0.326, -0.849, -2.238], [-1.714, -1.417, -3.877], [-0.945, -2.301, -1.266], [-0.047, -3.412, -1.211], [1.248, -3.429, -0.427], [-0.351, -4.397, -1.790], [-1.516, -2.006, -0.027], [-2.968, -1.542, -0.086], [-0.998, -2.131, 1.043], [-0.045, 1.687, -0.443], [0.788, 0.847, 0.969], [1.711, -0.720, -0.609], [0.715, -1.682, -2.785], [0.101, 0.261, -3.063], [-1.398, -0.051, -1.716], [1.112, -2.975, 0.550], [1.972, -2.842, -0.993], [1.607, -4.452, -0.368], [-3.436, -2.081, -0.910], [-3.471, -1.738, 0.852], [-2.976, -0.489, -0.367], [3.467, -10.069, -0.119], [3.376, -9.674, -1.579], [2.018, -9.528, -2.000], [1.423, -8.383, -1.623], [1.944, -7.498, -0.995], [0.170, -8.411, -2.057], [-0.624, -7.275, -1.658], [2.870, -10.963, 0.072], [4.502, -10.268, 0.161], [3.082, -9.279, 0.525], [3.800, -10.462, -2.201], [3.937, -8.761, -1.781], [-0.151, -6.329, -1.926], [-0.810, -7.314, -0.584], [-1.574, -7.352, -2.182], [7.463, -0.149, -3.446], [6.000, -0.021, -3.820], [5.176, 0.143, -2.663], [5.170, 1.364, -2.126], [5.776, 2.323, -2.537], [4.386, 1.336, -1.052], [4.334, 2.552, -0.317], [7.601, -0.948, -2.716], [8.066, -0.367, -4.329], [7.835, 0.771, -2.995], [5.661, -0.937, -4.302], [5.835, 0.797, -4.522], [4.072, 3.392, -0.958], [5.285, 2.740, 0.182], [3.559, 2.435, 0.436], [-5.127, 3.058, -0.287], [-4.005, 3.657, 0.536], [-2.877, 3.990, -0.283], [-2.985, 5.109, -0.991], [-3.924, 5.869, -0.990], [-1.873, 5.247, -1.716], [-1.881, 6.367, -2.598], [-4.762, 2.209, -0.867], [-5.938, 2.723, 0.360], [-5.527, 3.785, -0.994], [-3.650, 2.923, 1.257], [-4.339, 4.530, 1.098], [-2.116, 7.287, -2.065], [-2.595, 6.204, -3.405], [-0.883, 6.448, -3.021], [-3.886, 3.994, 7.567], [-2.546, 4.420, 7.004], [-2.634, 4.713, 5.604], [-3.167, 5.894, 5.293], [-3.555, 6.727, 6.073], [-3.206, 5.990, 3.963], [-3.839, 7.175, 3.477], [-4.294, 3.163, 6.991], [-3.782, 3.686, 8.608], [-4.609, 4.808, 7.520], [-1.831, 3.605, 7.096], [-2.137, 5.275, 7.544], [-3.398, 8.066, 3.920], [-4.909, 7.139, 3.681], [-3.685, 7.200, 2.401]],
  "forces_ev_per_a": [[-0.1, 1.1, 0.7], [0.5, -1.0, -1.1], [1.1, 2.4, -0.3], [-0.4, -0.2, -0.7], [0.6, -0.2, 1.1], [0.6, 1.1, 1.2], [0.0, 0.5, -0.2], [-0.7, -1.7, -1.6], [-1.5, 0.5, -0.9], [0.5, -0.2, -1.0], [0.9, -0.7, 1.6], [-1.1, -0.4, 0.2], [0.9, 0.5, -0.1], [-0.5, -0.8, 0.6], [-0.5, -0.2, 0.1], [-0.1, -0.2, -0.2], [0.0, -0.4, -0.1], [0.1, 0.0, 0.0], [0.1, 0.1, 0.1], [-0.1, -0.1, 0.0], [-0.2, 0.1, 0.0], [0.0, 0.2, 0.2], [-0.1, 0.1, 0.2], [-0.2, 0.1, 0.2], [0.4, -0.1, 0.2], [0.0, 0.0, -0.1], [-0.2, 0.1, 0.0], [0.1, -0.1, 0.0], [0.1, -0.1, 0.0], [-0.1, 0.3, -0.1], [0.1, -0.1, -0.1], [0.0, 0.0, 0.0], [0.1, 0.1, -0.1], [-0.2, 0.0, -0.1], [-0.1, 0.1, 0.1], [0.0, -0.4, 0.2], [0.1, 0.0, 0.0], [0.1, -0.2, -0.1], [0.1, 0.1, 0.2], [0.3, -0.1, -0.3], [-0.1, 0.0, 0.0], [0.0, -0.1, 0.0], [0.0, 0.0, 0.0], [0.1, -0.1, -0.1], [-0.2, 0.3, 0.3], [0.0, -0.1, -0.1], [0.0, 0.0, 0.0], [0.0, 0.0, -0.1], [-0.2, 0.0, 0.2], [0.0, 0.1, 0.1], [0.1, 0.0, -0.1], [0.0, 0.0, -0.1], [0.0, -0.2, -0.1], [0.0, 0.1, -0.3], [-0.5, -0.2, 0.2], [0.1, 0.1, 0.0], [0.0, -0.2, 0.0], [0.1, 0.0, 0.0], [0.0, 0.1, 0.1], [0.1, 0.1, -0.2], [0.0, -0.1, 0.1], [0.0, 0.0, 0.0], [0.0, 0.1, 0.1], [0.3, 0.0, -0.1], [0.1, 0.1, -0.1], [-0.1, 0.0, 0.0], [-0.1, 0.1, 0.1], [0.0, -0.2, 0.1], [-0.2, 0.1, -0.1], [0.0, -0.2, 0.5], [0.1, 0.1, -0.1], [0.0, -0.1, 0.0], [0.0, 0.0, -0.1], [0.0, 0.0, 0.1], [-0.1, 0.2, -0.2], [0.1, -0.1, 0.1], [0.0, 0.0, 0.0], [0.1, 0.1, 0.1], [0.0, 0.0, -0.3], [-0.1, 0.1, -0.1], [-0.1, 0.0, 0.1], [0.0, 0.1, 0.1], [0.1, -0.2, 0.0]],
  "homo_ev": -4.838,
  "total_charge": -1,
  "gap_ha": 0.25674,
  "lumo_energy_ev": 2.149,
  "e_tot_ha": -2774.3554
}